# 1
Density functional theory data (ωB97M-V/def2-TZVPD) for a structure of composition C16H34BNP2Re.

Geometry as ORCA input:
```
! RIJCOSX wB97M-V def2-TZVPD def2/J DEFGRID3
* xyz 2 4
P -5.1388 2.3058 -2.0438
P -0.7484 3.3762 -2.1107
C -5.0025 3.7280 -3.2790
C -3.7201 3.1792 -3.9299
H -4.9160 4.7098 -2.7983
H -5.9078 3.7303 -3.8942
H -3.9074 2.4315 -4.7232
H -3.0543 3.9528 -4.3339
C -1.8321 4.8934 -1.7612
H -1.1953 5.7890 -1.8278
H -2.2965 4.8633 -0.7673
H -2.6289 5.0347 -2.4962
C -0.3155 3.8711 -3.8101
H -1.0265 4.6234 -4.1767
H -0.3600 2.9453 -4.3793
H 0.6982 4.2856 -3.7595
C -6.0539 2.7918 -0.5884
H -5.5311 2.3756 0.2804
H -7.0628 2.3695 -0.6489
H -6.0845 3.8852 -0.5269
C -6.1808 1.1985 -3.0608
H -5.5742 0.6070 -3.7575
H -6.9233 1.7455 -3.6459
H -6.6952 0.5124 -2.3815
Re -3.0350 1.9500 -2.2926
C 2.2980 0.1512 -2.5739
C 2.6661 1.0083 -1.6214
C 2.6380 2.5161 -1.7939
C 1.8851 3.3442 -0.6744
C 0.7736 4.1761 -1.1729
C -0.4243 1.5022 -2.6125
C 0.0699 0.5717 -3.7433
C 1.6445 0.6002 -3.8449
C -3.5561 -0.0308 -2.3216
H 2.4355 -0.9226 -2.4460
H 3.1149 0.6689 -0.6998
H 2.2047 2.7645 -2.7781
H 3.6724 2.9221 -1.8477
H 1.4566 2.7041 0.1227
H 2.6115 4.0071 -0.1618
H 0.5158 5.0763 -0.5942
H -0.0379 1.2065 -1.6206
H -0.3956 0.7540 -4.7370
H -0.2102 -0.4797 -3.5735
H 2.0328 0.0113 -4.6903
H 1.8835 1.6419 -4.0860
H -2.5480 -0.4319 -2.4523
H -4.1873 -0.4298 -3.1221
H -3.9483 -0.4064 -1.3643
B -0.8262 0.7376 1.4368
C -1.8026 1.2096 0.3764
N -2.4526 1.5860 -0.5417
H -0.9304 -0.4710 1.5767
H -1.1132 1.2812 2.4953
H 0.3201 1.0158 1.0764
*
```

* LUMO (alpha / beta): -9.068 / -9.016 eV
* ⟨S²⟩: 3.7758

---

# 2
Density functional theory data (ωB97M-V/def2-TZVPD) for a cluster of 7 separate species, C16H34Br12NO in total.

Geometry as ORCA input:
```
! RIJCOSX wB97M-V def2-TZVPD def2/J DEFGRID3
* xyz -1 1
C 0.1535 -1.1160 4.6364
C 1.3135 -1.2499 3.6896
C 2.6532 -1.1813 4.3688
C 3.3371 0.1813 4.4277
O 3.2445 0.8100 3.2069
N 3.5173 2.3016 3.4265
H 0.1807 -0.1691 5.1595
H -0.7860 -1.1605 4.1094
H 0.1563 -1.9234 5.3578
H 1.2578 -0.4992 2.9286
H 1.2224 -2.2071 3.1892
H 2.5513 -1.6049 5.3585
H 3.3734 -1.7468 3.8086
H 2.9760 0.8334 5.2237
H 4.3956 -0.0065 4.6451
H 3.6103 2.5464 2.4375
Br 3.8152 -1.3627 1.1482
C 3.9788 -2.8553 -0.0805
C 2.6703 -3.5726 -0.2755
Br 2.2107 -4.6963 1.2435
H 4.7495 -3.5112 0.3101
H 4.3080 -2.4299 -1.0266
H 2.7305 -4.2462 -1.1265
H 1.8460 -2.8794 -0.4104
Br -1.3402 1.8222 2.3342
C 0.4455 2.2326 1.6832
C 0.4285 2.2460 0.1840
Br 0.2879 0.4510 -0.5804
H 1.1268 1.5116 2.1241
H 0.6923 3.2123 2.0777
H 1.3443 2.6714 -0.2200
H -0.4328 2.7928 -0.1888
Br -5.2607 -2.5347 0.8068
C -4.0546 -1.2043 0.0471
C -3.0198 -1.8274 -0.8462
Br -1.6318 -2.7306 0.1612
H -3.6028 -0.6769 0.8803
H -4.6823 -0.5247 -0.5212
H -2.5128 -1.0514 -1.4146
H -3.4502 -2.5574 -1.5230
Br 4.2982 1.7581 -1.8475
C 5.6148 1.4849 -0.4430
C 7.0199 1.5215 -0.9684
Br 7.4795 -0.0896 -1.9648
H 5.3711 0.5363 0.0196
H 5.4554 2.2851 0.2755
H 7.7233 1.5688 -0.1418
H 7.1860 2.3527 -1.6444
Br -3.6197 0.1584 -4.1033
C -2.9721 1.9703 -3.8217
C -2.3177 2.1182 -2.4764
Br -3.6315 2.1563 -1.0466
H -3.8346 2.6200 -3.9268
H -2.2643 2.1596 -4.6240
H -1.7843 3.0640 -2.4203
H -1.6332 1.3067 -2.2523
Br -7.6423 1.4320 -6.7330
C -7.4286 -0.1204 -5.5826
C -8.1311 0.0472 -4.2622
Br -7.1807 1.2658 -3.0930
H -6.3607 -0.2599 -5.4537
H -7.8496 -0.9574 -6.1330
H -8.1655 -0.9040 -3.7372
H -9.1353 0.4384 -4.3798
*
```

* LUMO: 1.671 eV

---

# 3
Density functional theory data (ωB97M-V/def2-TZVPD) for a cluster of 7 separate species, C16H34Cl12O3 in total.

Geometry as ORCA input:
```
! RIJCOSX wB97M-V def2-TZVPD def2/J DEFGRID3
* xyz 0 1
C -4.8258 -12.2716 11.3326
O -5.2901 -13.1624 10.3789
C -6.3042 -14.1373 10.7063
C -6.5326 -15.0334 9.4620
O -7.4421 -14.3094 8.6427
C -8.0544 -15.1999 7.7584
C -8.6818 -14.4391 6.6251
O -7.7883 -14.2092 5.5845
C -8.3513 -14.2401 4.3168
H -3.8956 -11.7848 10.9945
H -4.5104 -12.7013 12.3020
H -5.5021 -11.4535 11.6607
H -7.2305 -13.6675 11.1376
H -5.9310 -14.7116 11.5400
H -6.9658 -15.9872 9.7151
H -5.5798 -15.1526 8.9556
H -8.7969 -15.8073 8.1832
H -7.2830 -15.8429 7.3435
H -9.0152 -13.4312 6.9653
H -9.5493 -15.0585 6.3149
H -9.1959 -13.5456 4.2007
H -8.6185 -15.2819 4.0389
H -7.6343 -13.9284 3.5881
Cl -10.6921 -15.3439 17.7752
C -11.1359 -16.4951 16.3707
C -10.9633 -17.9672 16.7434
Cl -9.2812 -18.4727 17.1397
H -10.5123 -16.2209 15.5453
H -12.1820 -16.2880 16.2630
H -11.1672 -18.5918 15.8116
H -11.5344 -18.2455 17.6439
Cl -11.2283 -13.6894 9.4893
C -10.2897 -12.8961 10.7480
C -11.2650 -12.2478 11.7652
Cl -11.9373 -13.4534 12.8362
H -9.5144 -12.1931 10.3862
H -9.7877 -13.7137 11.2471
H -12.0893 -11.7565 11.2102
H -10.6150 -11.5216 12.3401
Cl -18.4317 -17.1538 13.7752
C -17.1553 -15.9687 13.5426
C -15.7570 -16.4740 13.7255
Cl -15.4899 -17.0024 15.4111
H -17.3972 -15.0647 14.1716
H -17.2281 -15.7046 12.4761
H -15.1242 -15.6402 13.4955
H -15.5269 -17.3532 13.1088
Cl -9.8127 -18.3739 13.3717
C -10.8287 -17.1108 12.6294
C -10.1362 -16.6827 11.3387
Cl -10.0678 -18.0823 10.2554
H -10.8854 -16.3209 13.3351
H -11.8330 -17.5475 12.4522
H -9.1338 -16.3353 11.6395
H -10.7127 -15.9089 10.8681
Cl -12.5773 -16.3129 8.2210
C -12.1247 -17.9085 7.5765
Cl -12.3842 -17.9747 5.8345
H -11.0294 -18.1966 7.6830
H -12.7240 -18.6332 8.0635
Cl -9.0513 -14.4231 14.0286
C -7.9591 -14.8884 15.3446
Cl -6.9338 -16.3342 14.8761
H -7.2058 -14.1463 15.4363
H -8.5724 -15.2145 16.1845
*
```

* LUMO: 0.194 eV
* SMILES: COCCOCCOC.ClCCCl.ClCCCl.ClCCCl.ClCCCl.ClCCl.ClCCl

---

# 4
Density functional theory data (ωB97M-V/def2-TZVPD) for a cluster of 9 separate species, C16H34Cl16NO in total.

Geometry as ORCA input:
```
! RIJCOSX wB97M-V def2-TZVPD def2/J DEFGRID3
* xyz 1 1
C 0.2522 -2.2338 -2.1202
C 1.1096 -1.0266 -1.7280
C 2.6215 -1.2292 -1.9299
C 2.9862 -1.7778 -3.3245
C 3.2592 -1.9739 -0.7590
C 3.1799 -3.4851 -0.7650
O 3.5425 -3.9628 0.5215
C 4.8717 -3.6377 0.8604
C 5.2768 -2.1877 0.5806
N 4.7583 -1.6987 -0.7373
H 0.3929 -3.0849 -1.4613
H -0.7904 -1.9495 -2.0089
H 0.3611 -2.5042 -3.1634
H 0.8422 -0.2111 -2.3965
H 0.9024 -0.6542 -0.7286
H 3.0342 -0.2155 -1.8921
H 3.7192 -1.1130 -3.7819
H 3.4517 -2.7569 -3.3056
H 2.1318 -1.7647 -3.9878
H 2.8894 -1.6009 0.1907
H 2.1861 -3.8554 -0.9747
H 3.8582 -3.9139 -1.5110
H 4.9486 -3.7656 1.9362
H 5.5808 -4.3425 0.4156
H 6.3542 -2.0777 0.6379
H 4.8450 -1.5489 1.3460
H 4.9637 -0.7172 -0.9192
H 5.1748 -2.3153 -1.4498
C 0.8581 1.9382 1.9004
Cl 0.0938 3.0486 0.7570
Cl 1.8759 0.7475 1.0613
H 1.4752 2.5081 2.5907
H 0.0831 1.4091 2.4385
C -2.8125 3.0029 3.3545
Cl -3.6861 3.9232 4.5806
Cl -1.8124 1.7219 4.0639
H -3.5360 2.5442 2.6926
H -2.1685 3.6764 2.8008
C -0.9664 1.7623 -4.0506
Cl 0.3700 1.3061 -5.1185
Cl -1.5636 0.3788 -3.1281
H -0.6129 2.5149 -3.3554
H -1.7763 2.1555 -4.6530
C -6.7587 2.1377 3.5068
Cl -8.5218 2.2137 3.4570
Cl -6.0268 3.0008 2.1462
H -6.4137 2.5922 4.4281
H -6.4556 1.0982 3.4607
C 6.9606 -2.0278 -4.2146
Cl 8.3540 -2.4983 -5.1718
Cl 6.3180 -3.4048 -3.2829
H 7.2586 -1.2492 -3.5211
H 6.1800 -1.6715 -4.8773
C -12.3070 2.6944 1.9976
Cl -12.3845 0.9979 1.5070
Cl -12.8301 3.7805 0.7061
H -12.9555 2.8364 2.8537
H -11.2818 2.9336 2.2549
C 2.9552 2.2925 5.7102
Cl 2.7630 0.6181 5.1730
Cl 2.3841 3.4340 4.4857
H 2.3753 2.4378 6.6136
H 4.0053 2.4818 5.8964
C -5.3463 0.9209 -1.3863
Cl -4.0226 1.7701 -0.5772
Cl -5.1197 -0.8306 -1.3464
H -6.2725 1.1648 -0.8787
H -5.3826 1.2435 -2.4197
*
```

* LUMO: -2.722 eV

---

# 5
Density functional theory data (ωB97M-V/def2-TZVPD) for a structure of composition C16H34HfN3OPSSi.

Geometry as ORCA input:
```
! RIJCOSX wB97M-V def2-TZVPD def2/J DEFGRID3
* xyz 0 1
Hf 0.1381 -0.2239 -0.0692
Si -2.5124 0.4773 0.3843
P -1.9115 0.1558 -2.1264
N 0.6113 1.5171 -0.8201
H -0.0435 0.3302 1.6958
C -0.9217 -0.2694 -3.6258
H -1.4949 -0.0297 -4.5240
H -0.6762 -1.3313 -3.6231
H 0.0105 0.2948 -3.6275
C -3.3558 -0.9064 -2.5181
H -3.6693 -0.6643 -3.5330
H -4.1795 -0.7260 -1.8284
H -3.0657 -1.9556 -2.4717
C -2.4912 1.8021 -2.7319
H -2.9901 1.6531 -3.6891
H -1.6380 2.4659 -2.8673
H -3.1846 2.2540 -2.0260
C -3.6737 -0.7601 1.2401
H -3.0926 -1.4634 1.8492
H -4.2997 -1.3199 0.5335
H -4.3403 -0.2030 1.9156
H -1.6725 1.0189 1.4680
H -3.4425 1.5988 0.0987
C 0.8633 2.8085 -1.1010
C 2.4082 4.6104 -1.6383
C 2.1023 3.2606 -1.6539
C -0.1282 3.8040 -0.8599
C 0.2171 5.1404 -0.8570
C 1.4796 5.5723 -1.2502
H 3.3891 4.9408 -1.9336
H 2.8072 2.5344 -2.0665
H -1.1479 3.4772 -0.6255
H -0.5234 5.8633 -0.5442
H 1.7156 6.6329 -1.2670
C 0.2394 -3.0365 -1.1598
O 0.4613 -1.8963 -1.7145
C 1.3327 -3.5783 -0.3528
H 0.9893 -4.2318 0.4284
H 2.0435 -2.9242 0.1567
H 1.8906 -4.1940 -1.0561
C -1.1488 -3.4187 -0.8552
H -1.6249 -3.7370 -1.7872
H -1.8633 -2.7431 -0.3400
H -1.0993 -4.2748 -0.1892
C 3.3506 -2.8293 3.3060
N 3.1036 -1.6567 2.4490
C 2.2076 -0.7339 2.7549
S 1.8290 0.5228 1.5538
N 1.6427 -0.6664 3.9972
C 2.5507 -0.5184 5.1539
H 2.5211 -2.9312 4.0138
H 4.2975 -2.6935 3.8409
H 3.4121 -3.7093 2.6594
H 3.4324 -1.6569 1.4864
H 0.8630 0.0016 4.0223
H 2.6960 0.5445 5.3842
H 2.0715 -1.0097 6.0008
H 3.5146 -0.9885 4.9405
*
```

* LUMO (alpha / beta): -0.976 / -1.000 eV

---

# 6
Density functional theory data (ωB97M-V/def2-TZVPD) for a structure of composition C16H34MgO7.

Geometry as ORCA input:
```
! RIJCOSX wB97M-V def2-TZVPD def2/J DEFGRID3
* xyz 2 1
Mg 0.0674 -0.0236 -0.1531
C 0.9151 0.8274 2.7837
C 0.8035 2.1878 2.1253
O 0.3128 1.9653 0.7945
C 0.2311 3.1650 0.0063
C 0.4477 2.7314 -1.4263
O -0.3292 1.5532 -1.6782
C -1.7249 1.8354 -1.8983
C -2.3513 0.5275 -2.2883
O -1.9798 -0.4016 -1.2650
C -2.0020 -1.7692 -1.6898
C -0.7400 -2.0593 -2.4615
O 0.3538 -1.5558 -1.6770
C 1.5510 -1.4074 -2.4479
C 2.6397 -1.0233 -1.4849
O 2.1152 0.0699 -0.7085
C 3.0474 0.5970 0.2617
C 2.8312 -0.0956 1.5876
O 1.4296 -0.1381 1.8737
H -0.0712 0.4596 3.0635
H 1.5285 0.8838 3.6847
H 1.7709 2.6937 2.0608
H 0.1193 2.8289 2.6859
H 1.0094 3.8682 0.3089
H -0.7385 3.6388 0.1712
H 1.4833 2.4405 -1.5900
H 0.1889 3.5233 -2.1305
H -1.8335 2.5751 -2.6928
H -2.1785 2.2237 -0.9833
H -1.9695 0.2031 -3.2584
H -3.4385 0.6101 -2.3456
H -2.8864 -1.9781 -2.2937
H -2.0511 -2.3638 -0.7800
H -0.7309 -1.5559 -3.4313
H -0.6134 -3.1310 -2.6289
H 1.3997 -0.6357 -3.2070
H 1.8041 -2.3481 -2.9420
H 3.5284 -0.6971 -2.0272
H 2.9049 -1.8522 -0.8245
H 2.8450 1.6640 0.3264
H 4.0681 0.4654 -0.0989
H 3.3830 0.4042 2.3862
H 3.1685 -1.1322 1.5471
C 0.3804 -3.0197 1.1043
C -0.6442 -2.2929 1.9339
O -1.1595 -1.1173 1.2511
C -2.3247 -0.6431 1.9832
C -2.8095 0.7080 1.5231
H 0.7552 -3.8658 1.6801
H 1.2361 -2.3842 0.8683
H -0.0392 -3.4056 0.1773
H -0.2193 -1.9687 2.8865
H -1.4958 -2.9439 2.1425
H -2.0521 -0.6059 3.0413
H -3.1053 -1.3985 1.8725
H -2.0083 1.4498 1.5487
H -3.5872 1.0467 2.2074
H -3.2357 0.6670 0.5251
*
```

* LUMO: -4.491 eV

---

# 7
Density functional theory data (ωB97M-V/def2-TZVPD) for a cluster of 4 separate species, C16H34N4O5PS in total.

Geometry as ORCA input:
```
! RIJCOSX wB97M-V def2-TZVPD def2/J DEFGRID3
* xyz 1 1
C -1.1051 5.9174 0.2927
C -0.4280 5.2630 -0.9050
N -0.6818 3.8187 -0.9486
C 0.2227 2.9051 -0.6257
N 1.4975 3.1520 -0.2466
C 2.0180 1.9536 -0.0037
P 3.7307 1.6647 0.5606
O 3.7184 2.2109 2.0491
O 4.5361 2.7279 -0.2999
S 4.1719 -0.1667 0.3570
N 1.1456 0.9875 -0.2198
N -0.0072 1.5776 -0.6207
H -1.0190 7.0008 0.2241
H -2.1614 5.6522 0.3359
H -0.6216 5.6024 1.2179
H -0.7834 5.6893 -1.8419
H 0.6478 5.4050 -0.8488
H -1.6016 3.5057 -1.2159
H 3.8464 3.1664 2.1350
H 4.0003 3.4629 -0.6366
H 1.2891 -0.0112 -0.1182
H -0.8518 1.0312 -0.7890
C -2.5559 -1.6281 2.1076
C -2.6416 -0.1772 2.5794
C -1.6086 0.4986 1.6952
O -1.6054 -0.2329 0.4490
C -2.3500 -1.4620 0.6115
H -3.4456 -2.2099 2.3372
H -1.6954 -2.1239 2.5609
H -3.6348 0.2268 2.3770
H -2.4290 -0.0488 3.6385
H -0.6055 0.4452 2.1335
H -1.8403 1.5446 1.4818
H -3.3022 -1.3634 0.0867
H -1.7827 -2.2763 0.1627
C -4.7961 -0.6489 -3.8651
C -6.1677 -0.0234 -3.6167
C -6.6423 -0.7995 -2.3955
O -5.4626 -1.1280 -1.6509
C -4.3054 -0.8794 -2.4420
H -4.1248 -0.0193 -4.4475
H -4.9053 -1.6023 -4.3847
H -6.0621 1.0368 -3.3754
H -6.8482 -0.1135 -4.4611
H -7.1468 -1.7261 -2.6840
H -7.3124 -0.2260 -1.7554
H -3.7972 0.0121 -2.0458
H -3.6277 -1.7304 -2.3525
C 6.3140 -4.0973 2.5224
C 7.0087 -4.8294 1.3754
C 5.8504 -5.0669 0.4153
O 4.9504 -3.9682 0.5950
C 5.3124 -3.2359 1.7656
H 6.9906 -3.5096 3.1408
H 5.7944 -4.8102 3.1659
H 7.7568 -4.1816 0.9138
H 7.4983 -5.7532 1.6784
H 5.3244 -5.9975 0.6516
H 6.1592 -5.1006 -0.6297
H 5.7628 -2.2850 1.4676
H 4.4092 -3.0255 2.3418
*
```

* LUMO: -2.947 eV

---

# 8
Density functional theory data (ωB97M-V/def2-TZVPD) for a structure of composition C16H34N5S2.

Geometry as ORCA input:
```
! RIJCOSX wB97M-V def2-TZVPD def2/J DEFGRID3
* xyz 1 1
C 7.8739 0.6184 1.3037
H 7.8910 1.6465 1.5261
C 6.7902 0.3099 0.3307
C 6.7920 -1.2696 -0.1177
H 7.6872 -1.5528 -0.8040
H 6.7270 -1.9702 0.8393
C 5.4835 -1.8122 -0.8149
N 4.2897 -1.6877 -0.3908
C 3.3331 -0.7311 -0.2538
N 3.4972 0.3125 -0.9240
H 4.2149 0.6573 -1.4817
C 2.5813 1.6569 -0.7827
H 3.2827 2.2213 -1.1779
H 2.5730 1.7898 0.4345
C 1.3053 1.5199 -1.5016
N 0.2433 0.7976 -0.4223
C -0.6641 -0.0601 -1.2806
C -1.6283 -0.7695 -0.3057
N -2.1440 0.2587 0.5024
C -3.4309 0.8606 0.2661
N -4.4914 0.0425 -0.2844
H -5.3811 0.6589 -0.3350
C -4.6980 -1.2049 0.2723
C -6.0761 -1.3849 1.1567
C -7.2644 -1.0172 -0.1070
C -7.3980 -2.2249 -0.9481
H -6.6920 -2.4029 -1.6984
H -8.3974 -1.9214 -1.4656
H -7.5752 -3.2767 -0.3833
H -8.0891 -1.2231 0.8765
H -7.2076 -0.0898 -0.3822
H -6.0983 -2.4651 1.2783
H -5.9627 -0.6856 1.8336
H -4.7410 -2.0948 -0.6883
H -3.9034 -1.7009 0.8660
S -3.4545 2.6633 0.0747
C -1.2523 0.9203 1.1499
C -0.3530 1.7477 0.6837
H 0.3815 2.2804 1.0372
H -1.0640 2.5958 -0.0294
H -1.7288 1.5179 2.1481
H -0.8355 0.2808 2.1607
H -2.4279 -1.2990 -0.9463
H -1.0279 -1.5787 0.1903
H -0.3038 -0.5035 -2.1080
H -1.1525 0.7598 -1.8974
H 0.9729 -0.0244 0.0841
H 1.5449 0.8763 -2.2943
H 0.9971 2.6467 -1.6646
S 1.9708 -0.9718 0.9412
H 4.2074 -2.4457 0.3075
H 5.7818 -2.6585 -1.3874
H 5.6820 -0.9782 -1.9585
H 5.7796 0.2809 1.0317
H 6.7077 0.8022 -0.4038
H 8.7927 0.5976 0.8737
H 7.8524 -0.0641 2.0406
*
```

* LUMO: -2.461 eV